1.
126
Properties=species:S:1:pos:R:3:forces:R:3:lowdin_charge:R:1 method="wB97M-V/def2-TZVPD" fmax_ev_per_a=11.082 spin_multiplicity=1 gap_ha=0.29266 e_above_lowest_kcal_mol=158.5 energy_ha=-2355.83845 homo_energy_ev=-8.057 e_lumo_ev=-0.09
Li 1.868202 1.465479 -1.285861 0.2 0.2 0.4 0.66
C 0.475493 -0.565081 -1.134004 3.1 -6.2 -1.3 -0.19
O 1.870435 -0.303368 -0.939083 -2.8 1.5 -5.6 -0.43
H -0.132653 -1.364050 -0.505727 2.4 0.7 -1.9 0.11
H 0.309678 -0.547392 -2.176297 -0.9 -0.7 -1.3 0.07
H 0.210359 0.220390 -0.731967 -4.2 7.7 3.2 -0.05
C -0.072238 -3.613210 -1.875286 -2.0 1.5 1.1 -0.18
O -0.649266 -4.828013 -1.458798 1.4 -0.2 1.1 -0.07
H -0.921975 -2.794270 -1.914404 1.5 -0.8 1.4 0.11
H 0.014267 -3.574703 -2.933551 1.5 -0.7 0.6 -0.02
H 0.804021 -3.502999 -1.198738 -1.1 0.7 -1.1 0.07
H -1.364944 -4.875367 -2.031575 -2.4 -1.0 -1.4 0.04
C 3.069204 -3.502678 -1.251506 -0.8 6.2 3.9 -0.13
O 2.666942 -2.639441 -2.291688 -1.3 2.7 0.1 -0.21
H 4.103370 -3.188428 -0.902980 -1.2 -0.9 -0.2 0.10
H 2.962793 -4.404155 -1.633902 -0.2 -4.7 -1.0 0.02
H 2.268900 -3.185371 -0.369838 2.6 -1.8 -1.5 0.13
H 2.147815 -1.851789 -1.831759 1.8 -1.6 -1.4 0.09
C 1.816662 -1.069840 1.219660 -0.3 -3.6 2.0 -0.17
O 3.006958 -1.189025 0.491713 1.0 -3.6 7.1 -0.18
H 1.969482 -1.079008 2.317518 0.7 0.0 -0.4 0.10
H 0.986009 -1.913098 1.185744 1.7 0.9 -0.7 0.12
H 1.302117 -0.198905 1.053155 -1.3 1.9 -0.5 0.03
H 2.936946 -0.780071 -0.367572 -3.4 -0.8 1.5 -0.11
C 5.595349 -0.659771 -1.646417 -1.1 5.7 0.0 -0.10
O 4.689666 -0.287989 -0.596669 3.3 1.1 -1.3 -0.10
H 6.371424 0.117192 -1.564114 0.2 -0.2 -0.1 0.08
H 5.216097 -0.500504 -2.656370 -0.4 -0.6 0.0 0.09
H 6.058392 -1.511288 -1.452354 1.6 -4.3 0.5 0.03
H 3.833708 -0.552176 -0.835537 1.1 0.0 -1.9 -0.03
C -1.713498 0.316826 0.324985 -3.2 8.6 0.2 -0.11
O -2.373590 0.133191 1.466864 -4.6 -0.2 1.8 -0.12
C -1.717355 0.157631 2.664089 -5.2 -1.5 0.6 -0.19
C -2.721863 -0.164048 3.799087 2.6 1.2 -1.0 -0.19
N -2.078236 0.045108 5.077769 0.9 2.5 2.2 -0.06
C -3.082848 0.074226 6.124068 -1.2 1.6 -1.3 -0.28
C -2.460949 0.214368 7.445901 0.8 2.7 -0.1 -0.29
O -3.509137 0.410496 8.328386 0.0 -0.4 1.8 -0.19
C -2.923140 0.806367 9.541759 -3.3 -0.3 3.7 -0.15
H -1.246382 -0.486413 0.147298 3.5 -5.2 -2.0 0.00
H -1.150495 1.282545 0.520177 0.9 -1.7 -0.7 0.09
H -2.419317 0.761440 -0.470107 1.0 -2.1 1.2 0.12
H -1.339057 1.028470 2.916822 2.4 4.5 0.7 0.08
H -1.138375 -0.617849 2.732654 4.6 -4.0 0.1 0.08
H -3.102185 -1.133598 3.676792 0.1 -1.9 0.3 0.11
H -3.564830 0.375571 3.561719 -2.2 2.2 0.1 0.09
H -1.511354 0.999326 5.375658 -1.6 -2.8 -2.5 0.19
H -3.520009 -0.903438 6.201907 -1.0 -0.4 -0.4 0.12
H -3.881505 0.908431 5.967210 1.0 -1.4 0.1 0.16
H -1.881634 1.249985 7.691851 0.1 -2.6 -1.7 0.16
H -1.948732 -0.749174 7.456822 0.9 0.3 1.5 0.14
H -2.454953 -0.023365 10.114514 0.1 0.2 -0.7 0.09
H -3.815101 1.128713 10.318434 2.1 -0.5 -2.1 0.14
H -2.213195 1.617062 9.461501 0.1 0.4 -0.2 0.06
C 0.524119 2.420104 -3.680995 7.4 6.2 1.6 -0.12
O 0.507763 2.461088 -2.260937 4.9 1.7 -0.9 -0.28
C 0.303532 3.770508 -1.629734 -0.5 0.8 -3.8 -0.11
C 0.256952 3.567151 -0.169644 3.3 -0.4 0.7 -0.19
N 1.575526 3.004958 0.273333 -0.3 0.4 0.5 -0.05
C 1.514372 2.421618 1.676239 4.7 0.8 -4.4 -0.10
C 2.814209 1.632503 1.846209 -1.7 5.8 7.1 -0.12
O 2.784529 1.359269 3.298507 0.4 0.7 0.3 -0.16
C 3.929096 0.646006 3.802513 -9.1 -4.5 -3.0 -0.04
H 0.504281 1.501294 -3.958512 1.9 -5.8 -1.9 0.05
H 1.214992 3.099507 -4.262699 0.7 -0.8 1.3 0.15
H -0.282748 2.655739 -4.133687 -4.6 2.8 -2.4 0.01
H -0.713296 4.067588 -2.001926 1.0 0.4 0.4 0.15
H 1.021351 4.468583 -2.172203 -0.4 -0.6 1.5 0.16
H -0.492885 2.847324 0.004850 0.0 -0.4 0.5 0.05
H 0.160842 4.432885 0.451333 -0.9 0.9 -0.1 0.14
H 2.184125 3.845917 0.265533 -0.1 -1.1 0.2 0.13
H 0.695175 1.863973 1.752447 -3.1 -3.4 -0.4 0.06
H 1.301122 3.027270 2.446590 0.2 3.4 2.7 0.09
H 3.753229 1.943494 1.550564 1.8 1.9 -0.7 0.12
H 2.692762 0.816237 1.445159 -1.0 -8.1 -4.3 -0.03
H 4.709318 1.074502 3.646059 9.3 5.5 -2.3 -0.01
H 3.914579 -0.277193 3.242475 0.5 -0.7 0.0 0.10
H 3.916263 0.419520 4.776251 -1.1 -0.5 3.9 0.06
C -5.909774 6.749785 3.620106 9.1 5.4 -0.5 -0.04
O -4.846271 5.800013 3.347190 -0.5 1.4 -0.1 -0.20
C -5.117147 5.166984 2.154638 1.2 -0.8 -1.9 -0.28
C -3.695000 4.727098 1.715407 -0.4 -1.7 -0.4 -0.18
N -3.727267 4.104323 0.353564 -0.5 0.7 1.7 -0.05
C -2.466606 3.451104 0.123122 -2.1 -0.3 -2.9 -0.22
C -2.563088 2.774817 -1.270800 -0.6 -3.3 3.9 -0.19
O -1.369940 2.198549 -1.666292 -3.1 -1.1 1.0 -0.29
C -1.356452 1.657966 -2.932136 -7.2 -0.4 -0.4 -0.17
H -5.836029 7.621035 2.890572 -0.8 -1.4 0.5 0.12
H -5.521939 7.158701 4.544265 -0.9 0.2 0.6 0.10
H -6.610860 6.145610 3.656709 -8.0 -4.2 0.5 0.00
H -5.588854 5.790805 1.311695 0.6 -0.4 1.3 0.14
H -5.779427 4.270047 2.304296 0.4 0.6 -0.2 0.13
H -3.377368 3.928220 2.474603 -0.1 1.2 -0.7 0.14
H -2.948612 5.546986 1.702984 -0.7 -0.3 0.2 0.13
H -4.532212 3.495556 0.385893 0.1 -0.6 -0.3 0.11
H -2.180222 2.636107 0.724239 0.2 -0.2 1.9 0.09
H -1.817800 4.257816 0.032614 1.4 1.1 0.5 0.09
H -2.903789 3.473016 -1.889060 -1.7 2.7 -3.2 0.09
H -3.317188 1.956069 -1.027746 0.1 1.0 -1.1 0.14
H -1.664329 2.368125 -3.716982 1.3 0.8 0.4 0.13
H -2.329505 1.311582 -3.242653 -1.4 -2.4 1.5 0.11
H -0.664175 0.900852 -3.152550 0.1 -0.6 0.3 0.07
C -2.175520 -1.809110 -4.148677 -1.6 1.3 3.4 -0.14
O -1.470620 -2.955929 -4.485695 1.7 0.6 0.4 -0.18
C -0.088623 -2.714407 -4.704145 2.9 -0.3 1.7 -0.24
C 0.564390 -4.133198 -4.773761 -2.2 -0.8 -1.9 -0.25
N 2.021081 -4.151637 -4.867928 -0.6 0.7 0.7 -0.06
C 2.394408 -5.544067 -4.902722 1.7 -1.2 1.6 -0.22
C 3.983132 -5.780024 -4.840096 0.3 3.5 -2.9 -0.29
O 4.175725 -7.081041 -4.565842 2.0 -2.2 0.3 -0.20
C 5.582599 -7.467683 -4.476132 -2.5 -2.8 -2.0 -0.07
H -3.029556 -2.094122 -3.443516 0.6 -0.1 -1.5 0.11
H -2.495087 -1.378328 -5.056571 -0.8 1.0 -0.9 0.07
H -1.802146 -0.929884 -3.421251 0.6 -2.1 -1.8 0.10
H 0.456456 -2.204416 -3.789397 -1.4 -0.5 -1.5 0.12
H 0.262395 -2.074722 -5.547808 -1.0 -0.6 0.0 0.13
H 0.004223 -4.588442 -5.717837 1.6 0.6 1.5 0.16
H 0.182800 -4.824639 -3.932695 0.5 1.0 -1.2 0.12
H 2.397566 -3.679413 -3.992863 -0.5 -0.7 -1.3 0.10
H 1.932159 -6.090066 -5.759985 0.6 0.6 0.4 0.12
H 2.010108 -6.085341 -3.976546 0.3 0.4 -0.8 0.13
H 4.595921 -5.065476 -4.110592 -1.6 -1.1 -1.2 0.14
H 4.444544 -5.550176 -5.964115 -1.0 -0.2 2.5 0.16
H 6.049103 -6.956895 -3.731253 1.6 1.9 1.8 0.05
H 6.173211 -7.655383 -5.403644 -0.7 1.4 0.1 0.10
H 5.520902 -8.499550 -4.166279 -0.2 -0.4 0.6 0.08

***

2.
120
Properties=species:S:1:pos:R:3:forces:R:3:lowdin_charge:R:1 method="wB97M-V/def2-TZVPD" fmax_ev_per_a=2.356 spin_multiplicity=1 gap_ha=0.36224 e_above_lowest_kcal_mol=18.0 energy_ha=-1980.50031 homo_energy_ev=-9.532 e_lumo_ev=0.32 smiles=CC(C)O.CC(C)O.CC(C)O.CC(C)O.CC(C)O.CC(C)O.CC(C)O.CCO.CCO.CCO.CCO
C 20.646948 -14.782737 18.063912 -0.4 0.4 0.3 -0.06
C 19.563417 -13.977246 17.375251 -0.3 0.2 -0.6 -0.47
C 18.665089 -14.858946 16.482894 0.3 0.4 0.1 -0.04
O 18.769259 -13.194895 18.301786 0.3 -0.4 -0.2 -0.07
H 20.172755 -15.568608 18.663449 0.3 0.0 0.0 0.08
H 21.223349 -14.112043 18.712072 0.0 -0.3 -0.1 0.09
H 21.285986 -15.221042 17.296483 0.1 -0.1 0.2 0.08
H 20.054795 -13.202098 16.775626 -0.2 -0.2 -0.1 0.12
H 17.914871 -14.266785 15.946192 0.2 -0.1 0.2 0.07
H 18.151174 -15.613620 17.086217 0.0 0.0 0.0 0.08
H 19.283578 -15.378016 15.745488 -0.1 0.0 0.1 0.08
H 18.267524 -13.820605 18.833147 -0.1 0.0 0.1 0.10
C 12.736400 -11.034304 18.957883 -0.7 0.1 0.7 -0.07
C 13.859238 -10.834502 19.968832 0.0 -0.3 -1.0 -0.50
C 15.180892 -10.856112 19.206613 0.6 -0.1 0.4 -0.06
O 13.593153 -9.556483 20.499807 -0.3 0.7 0.2 -0.05
H 12.774769 -10.205320 18.246502 0.1 -0.1 -0.1 0.07
H 11.790643 -10.915357 19.508076 0.1 -0.2 -0.3 0.08
H 12.723183 -11.987675 18.426816 0.2 0.0 0.1 0.07
H 13.822125 -11.574341 20.787014 0.1 0.0 -0.4 0.14
H 15.163504 -10.137094 18.378243 -0.1 0.0 0.2 0.08
H 15.387016 -11.834532 18.762267 -0.1 0.0 0.1 0.07
H 16.025550 -10.610715 19.871259 -0.2 0.0 -0.2 0.08
H 14.268473 -9.280784 21.119401 0.3 -0.1 0.1 0.09
C 10.871515 -16.047284 16.485099 0.9 -1.0 1.0 -0.05
C 11.815801 -15.004414 17.088716 -1.0 2.1 -0.4 -0.43
C 13.066931 -14.813396 16.252879 0.2 -1.0 -0.1 -0.06
O 11.126901 -13.682389 17.064507 0.6 -0.7 0.2 -0.10
H 9.980222 -16.272014 17.086810 0.2 0.4 0.0 0.08
H 11.460717 -16.973866 16.490163 -0.3 -0.1 -0.1 0.08
H 10.578996 -15.875756 15.455840 0.1 0.5 -0.1 0.07
H 12.166972 -15.195106 18.123900 -0.7 -0.3 -0.4 0.14
H 13.771834 -14.052123 16.611502 -0.4 -0.2 0.0 0.07
H 12.819842 -14.630925 15.210532 -0.1 0.2 -0.1 0.07
H 13.567756 -15.796657 16.272804 0.2 0.4 0.0 0.09
H 10.261499 -13.749928 17.487520 0.2 -0.2 0.0 0.08
C 10.001499 -10.678323 15.163363 0.1 0.0 -0.1 -0.06
C 8.993992 -10.432130 16.280605 -0.1 -0.1 -0.1 -0.48
C 9.472724 -9.427165 17.341675 -0.1 -0.6 -0.3 -0.04
O 7.697812 -10.153183 15.737841 0.0 0.1 0.2 -0.05
H 9.592280 -11.402251 14.445362 0.0 0.3 0.1 0.07
H 10.918613 -11.124440 15.556552 0.0 0.1 0.1 0.07
H 10.277340 -9.757362 14.629714 -0.2 -0.2 0.1 0.06
H 8.837554 -11.401540 16.772510 0.0 0.2 0.1 0.13
H 10.366043 -9.866600 17.790137 0.1 0.3 0.0 0.05
H 8.727873 -9.336878 18.133059 0.0 0.1 -0.1 0.08
H 9.713152 -8.430478 16.947570 -0.1 -0.3 -0.1 0.08
H 7.673541 -9.282658 15.327877 0.2 0.0 0.0 0.09
C 11.714716 -10.682977 11.852078 -0.6 -0.1 0.0 -0.05
C 10.826401 -9.511150 11.426329 -0.1 0.1 1.0 -0.49
C 11.185539 -8.224626 12.173291 1.0 0.2 -0.9 -0.06
O 10.859663 -9.389430 10.017095 0.0 0.4 -0.1 -0.04
H 12.763325 -10.497825 11.603947 0.0 0.1 0.0 0.07
H 11.388583 -11.559309 11.293771 0.1 -0.1 0.0 0.07
H 11.632953 -10.920059 12.919772 0.1 0.2 -0.2 0.05
H 9.763450 -9.641951 11.695375 0.3 -0.6 -0.4 0.14
H 12.250002 -7.989562 12.023841 -0.1 0.0 0.0 0.07
H 11.038409 -8.308957 13.242439 -0.2 -0.1 0.2 0.05
H 10.623813 -7.383593 11.773450 -0.2 0.0 0.1 0.08
H 11.780109 -9.284164 9.742548 -0.1 0.0 0.1 0.09
C 16.908533 -8.808402 12.382688 0.7 0.9 -0.3 -0.06
C 15.848651 -8.410232 11.341137 -0.2 -0.4 0.8 -0.52
C 16.324416 -7.246914 10.516856 0.0 0.3 0.0 -0.06
O 15.602504 -9.448354 10.410562 0.0 -0.2 0.5 -0.06
H 17.006362 -7.991602 13.129845 -0.1 -0.5 -0.3 0.08
H 17.869460 -8.853523 11.848868 -0.1 -0.3 0.3 0.08
H 16.736033 -9.751456 12.910038 -0.2 0.1 -0.2 0.06
H 14.947669 -8.190645 11.961137 0.0 0.1 -0.7 0.12
H 15.591599 -6.926647 9.771023 0.0 -0.1 0.2 0.08
H 17.219437 -7.578119 9.985414 0.0 0.1 0.0 0.09
H 16.590926 -6.407695 11.150634 0.0 0.3 0.1 0.07
H 15.570878 -10.258977 10.948091 -0.4 -0.2 -0.3 0.04
C 14.049488 -6.762073 17.227098 0.3 -0.4 -0.6 -0.05
C 15.083857 -6.343381 16.154876 -0.5 -0.8 0.7 -0.52
C 14.441227 -6.097213 14.817988 -0.4 0.5 -0.3 -0.06
O 15.857117 -5.255857 16.598360 0.6 0.1 -0.1 -0.03
H 14.547455 -7.074500 18.141966 0.0 0.1 0.1 0.07
H 13.517914 -7.632022 16.825573 -0.1 0.1 0.2 0.06
H 13.303105 -5.993288 17.474104 0.3 0.0 -0.3 0.08
H 15.801001 -7.160277 16.018526 0.0 0.0 0.2 0.12
H 13.890792 -6.974999 14.458222 0.1 0.1 0.1 0.07
H 15.189876 -5.806064 14.083983 0.1 -0.1 -0.1 0.08
H 13.736150 -5.261101 14.908698 0.0 -0.1 -0.1 0.09
H 15.263700 -4.591836 16.935750 -0.3 0.5 0.2 0.08
C 10.577976 -13.999486 12.887323 -1.0 -0.4 -0.4 -0.08
C 9.028191 -14.060075 12.901254 0.9 1.4 0.9 -0.35
O 8.648830 -14.995970 11.968132 -0.5 -1.7 -0.9 -0.07
H 10.991740 -13.283311 13.587810 0.0 0.1 0.2 0.05
H 10.899242 -13.752277 11.876050 0.1 0.1 0.0 0.06
H 10.947107 -15.005916 13.098809 0.1 0.1 0.1 0.07
H 8.573684 -13.114637 12.586446 0.3 0.4 0.4 0.11
H 8.679882 -14.270101 13.930440 0.0 -0.1 -0.3 0.11
H 7.688953 -15.065338 11.911974 0.2 0.1 0.1 0.09
C 13.988530 -10.185244 14.740813 0.5 -0.3 0.4 -0.06
C 14.205804 -11.642776 15.163293 -0.5 0.2 -0.1 -0.28
O 15.375286 -12.270054 14.642521 -0.2 0.2 -0.2 -0.10
H 13.928137 -10.066128 13.660634 -0.1 -0.1 0.0 0.05
H 14.809582 -9.566330 15.109729 0.0 0.1 0.0 0.06
H 13.054936 -9.844564 15.203685 0.1 0.1 -0.1 0.07
H 13.351860 -12.204338 14.779786 0.1 -0.2 0.0 0.10
H 14.158355 -11.716032 16.260525 0.2 0.0 -0.2 0.10
H 16.161063 -11.996845 15.140750 0.1 0.1 0.3 0.05
C 19.446763 -10.564026 15.147181 -0.8 0.5 -0.1 -0.06
C 18.251961 -10.385717 16.115276 1.2 0.1 0.3 -0.28
O 17.556515 -11.605515 16.267988 -0.5 0.0 -0.3 -0.11
H 19.050949 -10.952980 14.205001 0.1 0.0 0.0 0.07
H 20.201251 -11.261289 15.520850 -0.2 0.1 0.1 0.06
H 19.926432 -9.603721 14.924341 0.0 -0.1 0.1 0.08
H 17.552596 -9.593971 15.817846 0.2 -0.3 -0.3 0.10
H 18.620995 -10.111041 17.107977 0.1 0.3 -0.1 0.12
H 17.913300 -12.039318 17.050300 -0.1 -0.4 0.3 0.04
C 15.209305 -14.258112 11.761496 0.2 -0.2 -0.3 -0.08
C 15.624080 -12.899865 11.220189 0.1 0.5 0.1 -0.28
O 15.062698 -11.762228 11.907630 -0.1 -0.6 -0.6 -0.13
H 15.556594 -14.444306 12.774169 0.1 0.1 0.1 0.06
H 15.657691 -15.012791 11.098422 -0.1 0.1 0.2 0.08
H 14.129751 -14.427175 11.740326 0.0 0.3 0.0 0.07
H 15.335682 -12.842225 10.168822 -0.1 0.3 0.1 0.12
H 16.714262 -12.758799 11.247746 -0.1 -0.4 0.0 0.12
H 15.338486 -11.851260 12.829956 -0.1 -0.1 0.5 0.04